Record 1
This record from OMol25 describes an isolated ion of composition C3H4N3OS and charge +1 in a non-equilibrium geometry. The level of theory is ωB97M-V/def2-TZVPD.

Geometry (Å):
1 N -0.40 -0.45 -0.76
2 C -0.10 0.14 0.37
3 N 1.06 0.35 0.89
4 C 1.24 1.40 1.97
5 O 2.32 1.59 2.41
6 N 0.07 2.01 2.14
7 C -0.56 2.74 2.86
8 S -1.35 3.86 3.56
9 H -1.36 -0.33 -0.95
10 H 0.37 -0.73 -1.33
11 H -0.87 0.55 0.85
12 H 1.85 -0.13 0.49

## Properties
Gap between HOMO and LUMO, eV: 9.72
Charge: +1
SMILES: [NH2+]=CNC(=O)N=C=S
LUMO energy, eV: -4.480
Highest occupied orbital energy, eV: -14.20

---

Record 2
This record from OMol25 describes a single C3H6N2O molecule in a non-equilibrium geometry. The level of theory is ωB97M-V/def2-TZVPD.

Geometry (Å):
1 C 0.05 1.05 0.97
2 C -0.46 0.32 -0.25
3 C 0.20 -0.75 -0.82
4 N 1.05 -1.51 -0.13
5 N -1.24 1.17 -1.09
6 O -2.01 0.65 -1.88
7 H 0.06 0.39 1.83
8 H 1.07 1.41 0.81
9 H -0.57 1.92 1.18
10 H -0.96 -1.05 -0.88
11 H 1.32 -2.42 -0.47
12 H 1.50 -1.19 0.72

## Properties
Gap between HOMO and LUMO (spin up / spin down), eV: 8.16 / 8.15
SMILES: C/C(=C\N)N=O
LUMO energy (spin up / spin down), eV: -0.294 / -0.293
Highest occupied orbital energy (spin up / spin down), eV: -8.45 / -8.45

---

Record 3
This record from OMol25 describes a single C5H5NO molecule in a non-equilibrium geometry. The level of theory is ωB97M-V/def2-TZVPD.

Geometry (Å):
1 C 2.57 -0.65 -0.34
2 C 1.75 -0.15 0.41
3 C 0.55 0.42 0.98
4 O 0.40 0.64 2.16
5 C -0.43 0.64 -0.15
6 C -1.33 -0.46 -0.57
7 N -1.86 0.79 -0.02
8 H 3.37 -1.09 -0.86
9 H 0.00 1.20 -0.98
10 H -1.43 -1.36 0.04
11 H -1.48 -0.63 -1.63
12 H -2.12 0.64 0.95

## Properties
Gap between HOMO and LUMO, eV: 9.99
SMILES: C#CC(=O)[C@H]1CN1
LUMO energy, eV: 0.019
Highest occupied orbital energy, eV: -9.97

---

Record 4
This record from OMol25 describes a single C5H9N3 molecule in a non-equilibrium geometry. The level of theory is ωB97M-V/def2-TZVPD.

Geometry (Å):
1 H -2.42 -0.06 1.39
2 N -2.10 -1.07 0.88
3 C -0.83 -0.94 0.61
4 N -0.14 -1.73 -0.30
5 C 1.29 -1.24 -0.52
6 C 1.04 0.32 0.17
7 C 0.39 1.27 -0.79
8 C -0.80 1.44 0.29
9 N -0.22 0.26 1.00
10 H -0.21 -2.82 -0.44
11 H 2.07 -1.82 0.11
12 H 1.58 -0.95 -1.48
13 H 1.91 0.56 0.72
14 H 1.07 2.08 -0.97
15 H 0.10 0.78 -1.60
16 H -0.81 2.29 0.92
17 H -1.92 1.64 0.01

## Properties
Gap between HOMO and LUMO, eV: 9.35
SMILES: [H]/N=C1/NC[C@H]2CCN12
LUMO energy, eV: 0.923
Highest occupied orbital energy, eV: -8.43

---

Record 5
This record from OMol25 describes a 5-piece molecular cluster, C35H62F3N5O14S2 overall in a non-equilibrium geometry. The level of theory is ωB97M-V/def2-TZVPD.

Geometry (Å):
1 C 5.59 2.07 3.89
2 O 6.06 2.14 2.55
3 C 5.53 1.04 1.75
4 C 4.52 1.68 0.74
5 C 4.19 0.89 -0.57
6 C 3.08 -0.27 -0.55
7 S 4.10 -1.76 -0.93
8 O 3.35 -3.02 -0.78
9 O 4.60 -1.77 -2.32
10 C 5.60 -2.05 0.12
11 F 5.41 -2.02 1.46
12 F 6.73 -1.37 -0.28
13 F 5.94 -3.36 -0.14
14 C 2.11 0.19 -1.75
15 C 2.70 0.48 -3.18
16 C 2.09 1.82 -3.82
17 C 2.23 1.62 -5.40
18 N 1.02 0.95 -5.98
19 C 0.80 -0.58 -2.13
20 C 1.11 -2.12 -2.65
21 C -0.10 -2.77 -3.53
22 O 0.28 -3.16 -2.05
23 N 1.49 1.36 -1.04
24 C 1.26 0.96 0.35
25 O 0.57 1.59 1.10
26 C 2.08 -0.40 0.64
27 N 1.09 -1.52 0.70
28 C 2.54 -0.40 2.15
29 C 1.33 -0.62 3.18
30 S 1.26 -2.36 3.82
31 C -0.15 -3.19 3.09
32 N -0.05 -4.46 2.66
33 N -1.26 -4.88 2.18
34 C -2.05 -3.81 2.32
35 O -1.44 -2.73 2.88
36 H 4.48 1.95 3.96
37 H 5.82 3.07 4.36
38 H 6.15 1.32 4.52
39 H 6.43 0.59 1.25
40 H 5.09 0.32 2.47
41 H 5.02 2.64 0.43
42 H 3.58 2.04 1.24
43 H 3.98 1.71 -1.31
44 H 5.15 0.45 -0.95
45 H 3.81 0.67 -3.18
46 H 2.54 -0.31 -3.94
47 H 2.64 2.73 -3.49
48 H 0.99 1.84 -3.62
49 H 2.48 2.56 -5.94
50 H 3.07 0.90 -5.63
51 H 0.17 1.41 -5.66
52 H 0.95 0.00 -5.62
53 H 0.00 -0.66 -1.37
54 H 0.36 -0.15 -3.06
55 H 2.18 -2.38 -2.97
56 H 0.09 -3.76 -3.99
57 H -1.15 -2.54 -3.20
58 H 1.94 2.26 -1.18
59 H 0.16 -1.10 0.64
60 H 1.16 -2.18 -0.08
61 H 3.02 0.53 2.53
62 H 3.23 -1.25 2.36
63 H 0.35 -0.25 2.79
64 H 1.54 0.00 4.10
65 H -3.12 -3.69 2.08
66 C 2.09 -0.08 -10.10
67 C 1.50 1.22 -9.60
68 O 2.50 2.01 -8.93
69 C 3.35 2.84 -9.55
70 C 3.49 2.77 -11.05
71 O 4.04 3.58 -8.90
72 H 2.88 0.08 -10.84
73 H 1.32 -0.70 -10.55
74 H 2.54 -0.64 -9.27
75 H 1.02 1.79 -10.39
76 H 0.74 1.01 -8.85
77 H 4.32 2.10 -11.30
78 H 3.71 3.77 -11.42
79 H 2.59 2.44 -11.56
80 C -3.37 1.90 5.62
81 C -2.55 0.70 5.20
82 O -1.24 1.09 4.79
83 C -0.21 1.28 5.63
84 C -0.47 1.36 7.11
85 O 0.90 1.45 5.18
86 H -2.94 2.41 6.48
87 H -4.39 1.60 5.88
88 H -3.42 2.63 4.81
89 H -2.51 -0.06 5.98
90 H -3.02 0.23 4.33
91 H -0.59 2.40 7.39
92 H 0.39 0.94 7.63
93 H -1.34 0.79 7.43
94 C -5.69 -5.97 0.73
95 C -6.31 -6.37 -0.59
96 O -5.92 -5.47 -1.64
97 C -4.78 -5.58 -2.34
98 C -3.71 -6.52 -1.86
99 O -4.60 -4.88 -3.30
100 H -4.60 -6.02 0.69
101 H -6.04 -6.63 1.53
102 H -5.95 -4.94 0.98
103 H -6.10 -7.40 -0.87
104 H -7.40 -6.29 -0.52
105 H -3.00 -5.97 -1.24
106 H -3.19 -6.93 -2.73
107 H -4.09 -7.38 -1.31
108 C -7.47 6.34 6.07
109 C -6.71 5.13 5.57
110 O -5.58 4.83 6.40
111 C -5.64 4.10 7.53
112 C -6.99 3.78 8.12
113 O -4.63 3.77 8.08
114 H -7.88 6.17 7.07
115 H -8.29 6.58 5.40
116 H -6.80 7.20 6.15
117 H -7.35 4.25 5.46
118 H -6.31 5.34 4.58
119 H -7.24 4.53 8.87
120 H -6.93 2.80 8.60
121 H -7.79 3.71 7.39

## Properties
Gap between HOMO and LUMO, eV: 8.95
SMILES: COCCC[C@]1(S(=O)(=O)C(F)(F)F)[C@@](CCCN)(C[C@@H]2CO2)NC(=O)[C@]1(N)CCSc1nnco1.CCOC(C)=O.CCOC(C)=O.CCOC(C)=O.CCOC(C)=O
LUMO energy, eV: 0.420
Highest occupied orbital energy, eV: -8.53

---

Record 6
This record from OMol25 describes C57H46I2NNaO6P4S2 as an isolated structure in a non-equilibrium geometry. The level of theory is ωB97M-V/def2-TZVPD.

Geometry (Å):
1 Na -1.32 -0.98 2.06
2 S 0.45 -2.05 3.80
3 P 1.30 -0.36 3.28
4 C 0.53 0.50 1.90
5 P 1.09 1.99 1.00
6 S 0.91 -0.84 0.66
7 C 0.23 3.46 1.70
8 C -1.10 3.36 2.10
9 C -1.86 4.50 2.33
10 C -1.31 5.76 2.17
11 C 0.02 5.87 1.78
12 C 0.77 4.74 1.53
13 C 2.82 2.45 1.45
14 C 3.18 3.24 2.54
15 C 4.50 3.63 2.72
16 C 5.48 3.20 1.84
17 C 5.14 2.36 0.78
18 C 3.82 2.00 0.59
19 C 3.11 -0.69 3.15
20 C 4.08 0.03 3.83
21 C 5.43 -0.24 3.64
22 C 5.82 -1.22 2.75
23 C 4.86 -1.98 2.09
24 C 3.52 -1.73 2.31
25 C 1.19 0.67 4.79
26 C 0.47 1.86 4.81
27 C 0.27 2.53 6.01
28 C 0.77 2.01 7.19
29 C 1.47 0.81 7.18
30 C 1.68 0.14 5.99
31 H -1.53 2.38 2.24
32 H -2.90 4.39 2.62
33 H -1.91 6.65 2.34
34 H 0.46 6.85 1.65
35 H 1.80 4.84 1.20
36 H 2.42 3.57 3.24
37 H 4.77 4.25 3.57
38 H 6.51 3.51 1.98
39 H 5.92 2.00 0.12
40 H 3.55 1.36 -0.24
41 H 3.79 0.80 4.54
42 H 6.17 0.34 4.17
43 H 6.88 -1.41 2.58
44 H 5.16 -2.78 1.42
45 H 2.77 -2.34 1.84
46 H 0.07 2.25 3.88
47 H -0.30 3.46 6.01
48 H 0.60 2.53 8.13
49 H 1.84 0.39 8.11
50 H 2.20 -0.81 5.97
51 O -2.67 -0.41 3.45
52 C -3.50 0.48 3.39
53 C -3.82 1.32 2.26
54 C -4.79 2.30 2.41
55 C -5.12 3.16 1.39
56 C -4.46 3.06 0.13
57 C -3.50 2.12 -0.05
58 C -3.12 1.18 0.99
59 O -2.23 0.34 0.79
60 N -6.11 4.16 1.59
61 O -6.65 4.25 2.69
62 O -6.40 4.91 0.65
63 H -4.10 0.71 4.30
64 H -5.31 2.39 3.36
65 H -4.73 3.75 -0.65
66 H -2.97 2.03 -0.99
67 I -2.06 -4.34 1.88
68 I -1.94 -7.12 2.83
69 O -2.22 -2.37 1.12
70 O -1.79 -2.35 -0.25
71 C -1.31 -2.81 -2.45
72 P -0.47 -1.79 -0.96
73 C 1.04 -2.86 -1.07
74 C 1.29 -3.76 -0.05
75 C 2.43 -4.55 -0.07
76 C 3.33 -4.44 -1.13
77 C 3.07 -3.55 -2.16
78 C 1.93 -2.76 -2.13
79 C -0.48 -0.23 -1.91
80 C 0.73 0.39 -2.22
81 C 0.76 1.51 -3.03
82 C -0.42 2.03 -3.53
83 C -1.63 1.44 -3.20
84 C -1.66 0.30 -2.41
85 P -0.53 -3.30 -4.05
86 C -0.71 -1.83 -5.15
87 C -1.96 -1.30 -5.49
88 C -2.06 -0.25 -6.38
89 C -0.92 0.29 -6.96
90 C 0.32 -0.23 -6.64
91 C 0.42 -1.28 -5.74
92 C -1.94 -4.25 -4.79
93 C -1.92 -4.46 -6.17
94 C -2.90 -5.21 -6.80
95 C -3.92 -5.79 -6.05
96 C -3.94 -5.59 -4.68
97 C -2.96 -4.84 -4.05
98 H -2.29 -2.40 -2.68
99 H -1.45 -3.79 -1.98
100 H 0.61 -3.83 0.79
101 H 2.62 -5.23 0.75
102 H 4.23 -5.04 -1.13
103 H 3.77 -3.47 -2.99
104 H 1.76 -2.04 -2.92
105 H 1.65 0.01 -1.79
106 H 1.71 1.98 -3.26
107 H -0.40 2.91 -4.16
108 H -2.56 1.86 -3.58
109 H -2.61 -0.16 -2.16
110 H -2.85 -1.73 -5.06
111 H -3.04 0.14 -6.64
112 H -1.01 1.11 -7.66
113 H 1.21 0.18 -7.10
114 H 1.40 -1.70 -5.51
115 H -1.12 -4.01 -6.76
116 H -2.87 -5.36 -7.87
117 H -4.68 -6.38 -6.53
118 H -4.73 -6.04 -4.08
119 H -3.01 -4.71 -2.98

## Properties
Gap between HOMO and LUMO, eV: 6.33
Charge: -2
LUMO energy, eV: 3.604
Highest occupied orbital energy, eV: -2.73

---

Record 7
This record from OMol25 describes C53H63N5O2SiV as an isolated structure in a non-equilibrium geometry. The level of theory is ωB97M-V/def2-TZVPD.

Geometry (Å):
1 V 0.65 0.47 0.19
2 C 4.21 -1.94 -4.66
3 C 2.73 -2.17 -4.31
4 C 2.13 -1.08 -3.47
5 C 0.88 -0.32 -3.85
6 C 0.79 0.26 -5.24
7 C 2.01 1.12 -5.57
8 C 0.71 0.67 -2.68
9 N 1.52 0.10 -1.58
10 C 2.36 -0.94 -2.14
11 C 3.20 -1.66 -1.28
12 C 3.17 -1.56 0.10
13 C 4.10 -2.27 0.96
14 C 5.22 -3.15 0.49
15 C 6.47 -2.33 0.13
16 C 3.82 -1.90 2.23
17 C 2.70 -0.98 2.16
18 C 2.13 -0.38 3.24
19 C 1.11 0.59 3.21
20 N 0.56 1.13 2.07
21 C -0.35 2.06 2.50
22 C -1.10 2.93 1.67
23 C -1.00 3.02 0.32
24 N -0.19 2.21 -0.45
25 C -0.27 2.68 -1.73
26 C 0.31 2.06 -2.81
27 C -1.13 3.85 -1.77
28 C -1.62 4.03 -0.52
29 C -2.60 5.05 -0.04
30 C -1.90 6.35 0.40
31 C -1.46 4.62 -3.02
32 C -0.33 5.57 -3.44
33 C -0.39 2.10 3.92
34 C 0.54 1.18 4.36
35 C 0.93 0.90 5.78
36 C 2.19 1.68 6.19
37 C -1.28 2.96 4.76
38 C -2.61 2.26 5.08
39 N 2.31 -0.80 0.85
40 C 4.52 -2.32 3.49
41 C 3.78 -3.44 4.23
42 H 4.68 -2.88 -4.97
43 H 4.75 -1.56 -3.79
44 H 4.32 -1.23 -5.47
45 H 2.65 -3.12 -3.76
46 H 2.15 -2.29 -5.22
47 H -0.12 0.84 -5.32
48 H 0.71 -0.57 -5.95
49 H 2.12 1.92 -4.85
50 H 1.92 1.55 -6.57
51 H 2.92 0.52 -5.54
52 H 3.86 -2.39 -1.74
53 H 4.90 -3.72 -0.39
54 H 5.47 -3.87 1.27
55 H 6.22 -1.58 -0.63
56 H 7.26 -2.97 -0.27
57 H 6.85 -1.81 1.01
58 H 2.50 -0.66 4.22
59 H -1.78 3.61 2.17
60 H 0.26 2.50 -3.79
61 H -3.17 4.64 0.80
62 H -3.31 5.27 -0.83
63 H -1.13 6.12 1.14
64 H -2.61 7.05 0.85
65 H -1.42 6.83 -0.45
66 H -2.37 5.19 -2.86
67 H -1.65 3.91 -3.83
68 H -0.09 6.25 -2.63
69 H -0.62 6.15 -4.31
70 H 0.57 5.01 -3.68
71 H 1.11 -0.17 5.92
72 H 0.11 1.17 6.45
73 H 3.03 1.40 5.55
74 H 2.46 1.50 7.23
75 H 2.02 2.75 6.06
76 H -1.48 3.91 4.25
77 H -0.77 3.21 5.70
78 H -3.11 1.98 4.15
79 H -3.27 2.91 5.65
80 H -2.43 1.35 5.65
81 H 4.63 -1.46 4.14
82 H 5.52 -2.67 3.23
83 H 2.77 -3.12 4.50
84 H 4.31 -3.71 5.15
85 H 3.70 -4.32 3.60
86 C -4.22 0.93 0.50
87 C -3.91 -0.03 -0.67
88 C -3.60 0.79 -1.92
89 C -5.16 -0.89 -0.91
90 Si -2.37 -1.06 -0.15
91 O -1.26 -0.22 0.58
92 C -1.65 -1.95 -1.69
93 C -2.50 -2.66 -2.66
94 C -2.06 -3.69 -3.40
95 C -0.78 -4.31 -3.16
96 C 0.03 -3.87 -2.19
97 C -0.24 -2.62 -1.50
98 C -3.00 -2.40 1.03
99 C -3.10 -2.08 2.39
100 C -3.60 -2.98 3.31
101 C -4.00 -4.25 2.90
102 C -3.88 -4.60 1.56
103 C -3.39 -3.69 0.64
104 H -5.06 1.59 0.23
105 H -3.35 1.54 0.74
106 H -4.50 0.37 1.39
107 H -4.47 1.39 -2.22
108 H -3.33 0.15 -2.77
109 H -2.77 1.47 -1.75
110 H -6.02 -0.25 -1.14
111 H -5.40 -1.49 -0.03
112 H -5.03 -1.57 -1.75
113 H -3.53 -2.34 -2.75
114 H -2.73 -4.17 -4.11
115 H -0.55 -5.23 -3.70
116 H 0.89 -4.44 -1.87
117 H 0.22 -2.49 -0.52
118 H -2.75 -1.10 2.72
119 H -3.67 -2.71 4.36
120 H -4.40 -4.96 3.61
121 H -4.18 -5.59 1.24
122 H -3.29 -3.98 -0.40
123 O -0.26 -1.22 -3.64
124 C -0.41 -1.34 -2.25
125 N 0.09 -0.14 -1.64

## Properties
Spin multiplicity: 3
Expectation value of S²: 2.049
Gap between HOMO and LUMO (spin up / spin down), eV: 4.93 / 5.03
Charge: -1
LUMO energy (spin up / spin down), eV: 2.158 / 2.197
Highest occupied orbital energy (spin up / spin down), eV: -2.77 / -2.83

---

Record 8
This record from OMol25 describes a single C4H11N3O2 molecule in a non-equilibrium geometry. The level of theory is ωB97M-V/def2-TZVPD.

Geometry (Å):
1 N 2.64 0.32 0.54
2 N 1.63 0.76 -0.31
3 N 0.43 0.37 0.14
4 C -0.60 1.41 -0.02
5 C -2.04 0.97 0.34
6 O -2.36 -0.34 -0.05
7 C -1.39 -1.25 0.20
8 C -0.05 -0.93 -0.43
9 O 0.68 -2.04 -0.03
10 H 3.50 0.84 0.49
11 H 2.81 -0.68 0.60
12 H 1.80 0.64 -1.30
13 H -0.48 1.92 -1.00
14 H -0.10 2.28 0.59
15 H -2.24 1.03 1.38
16 H -2.65 1.61 -0.18
17 H -1.89 -2.30 -0.12
18 H -1.19 -1.33 1.26
19 H 0.02 -1.06 -1.54
20 H 1.49 -2.20 -0.57

## Properties
Gap between HOMO and LUMO, eV: 9.41
SMILES: NNN1CCOC[C@@H]1O
LUMO energy, eV: 0.746
Highest occupied orbital energy, eV: -8.67

---

Record 9
This record from OMol25 describes an isolated ion of composition C15H27BN3O5P4 and charge +1 in a non-equilibrium geometry. The level of theory is ωB97M-V/def2-TZVPD.

Geometry (Å):
1 C -2.98 -4.50 0.12
2 C -2.97 -3.40 1.39
3 B -3.45 -1.95 0.73
4 O -4.82 -1.98 0.10
5 C -2.55 -0.58 0.67
6 C -3.27 0.87 1.02
7 P -5.15 0.99 1.54
8 N -5.26 1.65 3.24
9 O -6.02 2.07 0.45
10 N -2.53 2.18 0.95
11 C -3.26 3.50 1.26
12 C -1.04 2.27 0.57
13 C -0.10 0.94 0.23
14 C 1.52 1.04 -0.15
15 P 2.38 2.72 -0.15
16 N 1.94 3.48 -1.55
17 O 4.11 2.75 -0.11
18 O 1.87 3.63 1.28
19 C 2.25 -0.38 -0.51
20 P 4.11 -0.54 -1.07
21 C 5.28 -0.15 0.44
22 C 4.47 0.71 -2.52
23 C 4.92 -0.11 -3.90
24 C 1.46 -1.86 -0.46
25 P 2.34 -3.54 -0.84
26 O 1.61 -4.39 -1.95
27 C -0.14 -1.92 -0.07
28 C -0.92 -0.52 0.29
29 H -1.92 -4.99 -0.04
30 H -3.22 -3.88 -0.87
31 H -3.84 -5.29 0.22
32 H -3.73 -3.83 2.17
33 H -1.86 -3.34 1.76
34 H -5.42 -2.26 0.88
35 H -5.59 2.65 3.17
36 H -6.08 1.14 3.69
37 H -5.70 1.77 -0.47
38 H -3.66 3.56 2.36
39 H -2.42 4.35 1.18
40 H -4.06 3.78 0.44
41 H -0.60 3.36 0.52
42 H 2.81 3.72 -2.07
43 H 4.36 2.67 0.86
44 H 1.36 3.00 1.86
45 H 4.59 -0.06 1.39
46 H 5.86 0.84 0.18
47 H 6.07 -1.02 0.50
48 H 5.33 1.46 -2.21
49 H 3.47 1.31 -2.68
50 H 5.32 -1.20 -3.60
51 H 5.78 0.52 -4.42
52 H 3.95 -0.20 -4.59
53 H 2.35 -4.38 0.36
54 H 3.72 -3.39 -1.22
55 H -0.64 -2.98 -0.08

## Properties
Gap between HOMO and LUMO, eV: 5.58
Charge: +1
SMILES: CCB(O)c1c(P(N)O)[n+](C)cc2c(P(=N)(O)O)c(P(C)CC)c([PH2]=O)cc12
LUMO energy, eV: -5.488
Highest occupied orbital energy, eV: -11.07